--- w ---
# C4H6N2O2

One molecule with the formula C4H6N2O2 (ωB97M-V/def2-TZVPD, the OMol25 dataset).

SMILES string: C=CC(=O)/C(O)=N/N
HOMO level (alpha / beta) in eV: -8.54 / -8.54
LUMO level (alpha / beta) in eV: -0.161 / -0.161
Orbital gap (alpha / beta) in Ha: 0.3080 / 0.3080

XYZ file:
```
14
Properties=species:S:1:pos:R:3:nbo_charge:R:1
O -1.03 -2.07 0.19 -0.68
O 1.74 -1.85 0.19 -0.55
N -0.86 0.21 -0.38 -0.25
N -2.18 0.49 -0.20 -0.61
C -0.39 -0.87 0.17 0.34
C 1.42 0.53 -0.35 -0.25
C 1.08 -0.83 0.22 0.48
C 1.26 1.65 0.39 -0.31
H -0.34 -2.72 0.40 0.51
H 0.34 1.79 0.93 0.20
H 2.28 0.46 -1.02 0.21
H -2.55 1.08 -0.93 0.37
H -2.76 -0.31 0.04 0.36
H 1.98 2.46 0.34 0.20
```

***

--- x ---
# C4H6N2O2

One molecule with the formula C4H6N2O2 (ωB97M-V/def2-TZVPD, the OMol25 dataset).

SMILES string: C=C(/C=N\N)OC=O
HOMO level in eV: -9.29
LUMO level in eV: 0.629
Orbital gap in Ha: 0.3647

XYZ file:
```
14
Properties=species:S:1:pos:R:3:nbo_charge:R:1
O -1.27 0.21 -1.06 -0.50
O 0.41 1.74 -1.18 -0.61
N 1.53 0.28 1.61 -0.63
N 0.23 0.06 1.99 -0.18
C -0.53 -0.70 -0.27 0.21
C -0.69 -0.34 1.15 -0.07
C -0.68 1.27 -1.50 0.66
C 0.12 -1.72 -0.89 -0.41
H -1.70 -0.31 1.49 0.20
H 1.40 0.82 0.66 0.37
H 1.79 1.02 2.24 0.36
H 0.64 -2.37 -0.13 0.24
H 0.22 -1.76 -2.01 0.24
H -1.49 1.82 -2.09 0.12
```

***

--- y ---
# C4H6N2O2

C4H6N2O2 as an isolated structure (ωB97M-V/def2-TZVPD, the OMol25 dataset).

HOMO level in eV: -9.21
LUMO level in eV: -0.395
Orbital gap in Ha: 0.3240

XYZ file:
```
14
Properties=species:S:1:pos:R:3:nbo_charge:R:1
O -0.43 2.83 -0.16 -0.55
O -2.86 -1.16 -0.25 -0.57
N 2.47 -0.97 -0.35 -0.72
N -1.56 -0.55 0.18 -0.12
C 1.28 -0.39 -0.15 0.06
C -0.39 1.56 -0.06 0.49
C 0.97 0.92 0.15 -0.41
C -1.72 0.74 -0.06 -0.03
H 1.70 1.75 0.13 0.24
H 2.26 -1.92 0.16 0.37
H -2.82 -2.11 0.60 0.47
H 3.32 -0.76 0.80 0.32
H -2.66 1.22 -0.47 0.22
H 0.46 -1.17 -0.50 0.23
```

***

Which of them is most stable, and which least? Most stable: x; least stable: y.

***

--- w ---
# C4H6N2O2

One molecule with the formula C4H6N2O2 (ωB97M-V/def2-TZVPD, the OMol25 dataset).

SMILES string: Cc1c(O)[nH][nH]c1=O
HOMO level in eV: -8.97
LUMO level in eV: 0.084
Orbital gap in Ha: 0.3327

XYZ file:
```
14
Properties=species:S:1:pos:R:3:nbo_charge:R:1
O -1.88 -0.44 -0.14 -0.65
O 2.39 0.69 -0.20 -0.61
N 0.09 -1.85 0.08 -0.44
N 1.39 -1.35 0.11 -0.48
C 1.41 0.02 0.05 0.63
C -0.60 1.71 0.06 -0.65
C -0.60 -0.61 0.03 0.46
C 0.01 0.52 0.28 -0.27
H 2.08 -1.51 -0.77 0.40
H -1.52 1.64 -0.72 0.26
H 0.60 2.24 -0.01 0.26
H -0.09 -2.13 1.11 0.38
H -2.27 -1.04 -1.06 0.49
H -1.01 2.10 1.18 0.23
```

***

--- x ---
# C4H6N2O2

C4H6N2O2 as an isolated structure (ωB97M-V/def2-TZVPD, the OMol25 dataset).

HOMO level in eV: -8.75
LUMO level in eV: -0.248
Orbital gap in Ha: 0.3124

XYZ file:
```
14
Properties=species:S:1:pos:R:3:nbo_charge:R:1
O 2.30 -1.19 -0.26 -0.60
O -0.59 -1.14 0.13 -0.52
N -0.74 0.25 0.09 -0.11
N -2.90 -0.56 0.11 -0.55
C 0.20 1.18 -0.08 0.12
C -2.15 0.45 -0.10 0.21
C 2.42 -0.01 0.05 0.39
C 1.59 1.15 0.11 -0.51
H -3.83 -0.17 -0.45 0.33
H 0.66 -1.22 0.15 0.50
H -2.62 1.34 -0.31 0.18
H 1.87 2.11 0.10 0.23
H -0.12 2.13 -0.32 0.21
H 3.53 0.03 0.66 0.12
```

***

--- y ---
# C4H6N2O2

One molecule with the formula C4H6N2O2 (ωB97M-V/def2-TZVPD, the OMol25 dataset).

SMILES string: COC(=O)N(C)C#N
HOMO level in eV: -9.32
LUMO level in eV: 0.584
Orbital gap in Ha: 0.3638

XYZ file:
```
14
Properties=species:S:1:pos:R:3:nbo_charge:R:1
O -0.58 1.23 0.46 -0.51
O -0.91 -0.96 -0.05 -0.56
N 1.59 -0.10 -0.02 -0.54
N 2.51 2.14 -0.39 -0.40
C -2.03 1.52 0.17 -0.25
C 2.32 -1.27 -0.53 -0.39
C -0.22 -0.01 0.13 0.97
C 2.00 1.11 -0.25 0.40
H -1.92 2.52 -0.24 0.22
H 2.65 -1.08 -1.51 0.20
H 3.20 -1.41 0.11 0.21
H -2.55 1.33 1.08 0.21
H -2.21 0.73 -0.58 0.21
H 1.57 -2.07 -0.41 0.23
```

***

--- z ---
# C4H6N2O2

One molecule with the formula C4H6N2O2 (ωB97M-V/def2-TZVPD, the OMol25 dataset).

SMILES string: O=CC(=O)NN1CC1
HOMO level in eV: -8.47
LUMO level in eV: -0.788
Orbital gap in Ha: 0.2824

XYZ file:
```
14
Properties=species:S:1:pos:R:3:nbo_charge:R:1
O -2.72 -1.13 0.01 -0.48
O -0.88 1.90 0.04 -0.56
N 0.98 -0.40 -0.67 -0.31
N -0.43 -0.50 -0.52 -0.45
C -2.70 0.12 -0.08 0.34
C -1.26 0.73 -0.11 0.56
C 1.77 0.73 -0.18 -0.26
C 1.76 -0.87 0.50 -0.34
H 2.83 1.07 -0.77 0.24
H -0.61 -1.39 -0.46 0.40
H 1.16 1.52 0.51 0.25
H -3.54 0.79 0.11 0.16
H 1.26 -0.80 1.62 0.22
H 2.38 -1.77 0.00 0.24
```

***

Which of them is most stable, and which least? Most stable: y; least stable: z.

***

--- w ---
# C4H6N2O2

One molecule with the formula C4H6N2O2 (ωB97M-V/def2-TZVPD, the OMol25 dataset).

SMILES string: [H]/N=C\NC(=O)C(C)=O
HOMO level in eV: -10.09
LUMO level in eV: -0.701
Orbital gap in Ha: 0.3451

XYZ file:
```
14
Properties=species:S:1:pos:R:3:nbo_charge:R:1
O 0.02 0.21 -2.20 -0.52
O 0.71 1.10 1.26 -0.52
N -2.14 0.07 1.84 -0.62
N -1.47 -0.29 -0.56 -0.69
C -2.28 -0.34 0.61 0.27
C -0.14 0.09 -1.03 0.64
C 0.93 0.31 0.24 0.49
C 2.46 -0.03 -0.07 -0.71
H 3.18 0.34 0.64 0.25
H -3.01 -1.02 0.19 0.17
H 2.63 0.46 -1.15 0.25
H -2.27 -0.21 -1.41 0.41
H 2.62 -1.12 -0.26 0.24
H -1.25 0.43 1.91 0.35
```

***

--- x ---
# C4H6N2O2

C4H6N2O2 as an isolated structure (ωB97M-V/def2-TZVPD, the OMol25 dataset).

HOMO level in eV: -8.73
LUMO level in eV: 0.433
Orbital gap in Ha: 0.3368

XYZ file:
```
14
Properties=species:S:1:pos:R:3:nbo_charge:R:1
O 0.31 -1.54 -0.56 -0.31
O -0.67 -1.75 0.35 -0.26
N 2.19 0.56 -0.02 -0.13
N 3.04 -0.09 0.56 -0.26
C -1.79 -0.86 0.07 -0.13
C -1.43 0.56 0.28 -0.20
C 0.94 0.18 -0.46 0.12
C -0.20 0.96 0.07 -0.23
H -2.16 1.32 0.49 0.22
H -2.20 -1.12 -1.02 0.19
H 3.82 0.48 0.87 0.32
H 0.84 0.49 -1.52 0.23
H -2.57 -1.19 0.82 0.21
H -0.08 2.02 0.07 0.22
```

***

--- y ---
# C4H6N2O2

One molecule with the formula C4H6N2O2 (ωB97M-V/def2-TZVPD, the OMol25 dataset).

SMILES string: [H]/N=c1\ccon1OC
HOMO level in eV: -8.81
LUMO level in eV: -0.073
Orbital gap in Ha: 0.3212

XYZ file:
```
14
Properties=species:S:1:pos:R:3:nbo_charge:R:1
O -0.21 1.49 0.62 -0.32
O 0.78 -0.75 1.18 -0.37
N -0.02 -1.32 -1.75 -0.65
N 0.31 0.19 0.10 0.07
C 2.25 -0.76 1.39 -0.28
C -1.51 1.45 -0.04 0.18
C -1.76 0.31 -0.93 -0.38
C -0.56 -0.39 -0.96 0.33
H -1.86 2.50 0.01 0.22
H 2.89 0.19 1.91 0.19
H 2.78 -0.89 0.40 0.20
H -0.72 -1.65 -2.31 0.33
H 2.51 -1.72 1.85 0.21
H -2.74 -0.12 -1.53 0.27
```

***

Which of them is most stable, and which least? Most stable: w; least stable: y.

***

--- w ---
# C4H6N2O2

One molecule with the formula C4H6N2O2 (ωB97M-V/def2-TZVPD, the OMol25 dataset).

SMILES string: C=C1OCO/C1=N/N
HOMO level in eV: -8.47
LUMO level in eV: 0.364
Orbital gap in Ha: 0.3245

XYZ file:
```
14
Properties=species:S:1:pos:R:3:nbo_charge:R:1
O 1.82 0.47 0.09 -0.49
O 0.90 -1.55 -0.28 -0.48
N -1.29 -1.34 0.03 -0.23
N -2.38 -0.48 0.22 -0.65
C 2.11 -0.82 0.19 0.23
C -0.30 1.77 -0.04 -0.46
C -0.15 -0.74 0.02 0.36
C 0.40 0.58 0.04 0.22
H 2.17 -1.05 1.21 0.15
H 2.94 -1.27 -0.53 0.19
H -2.13 0.68 -0.14 0.32
H -3.22 -0.87 -0.31 0.37
H 0.54 2.63 -0.40 0.24
H -1.40 1.99 -0.11 0.22
```

***

--- x ---
# C4H6N2O2

One molecule with the formula C4H6N2O2 (ωB97M-V/def2-TZVPD, the OMol25 dataset).

SMILES string: NCc1cc(O)on1
HOMO level in eV: -9.22
LUMO level in eV: 0.597
Orbital gap in Ha: 0.3608

XYZ file:
```
14
Properties=species:S:1:pos:R:3:nbo_charge:R:1
O 1.53 0.72 0.58 -0.32
O -0.22 2.24 1.10 -0.66
N 1.10 -3.04 -1.52 -0.82
N 1.62 -0.49 -0.16 -0.16
C 0.20 1.05 0.56 0.62
C 0.40 -0.83 -0.57 0.15
C -0.54 0.11 -0.10 -0.45
C 0.04 -2.02 -1.40 -0.25
H -1.60 0.13 -0.37 0.24
H -0.21 -1.70 -2.42 0.22
H -0.85 -2.54 -0.97 0.21
H 1.42 -3.35 -0.62 0.36
H 1.90 -2.65 -2.03 0.36
H 0.58 2.80 1.26 0.50
```

***

Which of them is most stable, and which least? Most stable: x; least stable: w.

***

--- w ---
# C4H6N2O2

One molecule with the formula C4H6N2O2 (ωB97M-V/def2-TZVPD, the OMol25 dataset).

SMILES string: Cn1cc(O)c(O)n1
HOMO level in eV: -8.47
LUMO level in eV: 0.442
Orbital gap in Ha: 0.3276

XYZ file:
```
14
Properties=species:S:1:pos:R:3:nbo_charge:R:1
O 2.39 1.09 0.11 -0.70
O 2.37 -1.58 0.11 -0.67
N -0.09 -1.43 -0.01 -0.28
N -0.81 -0.30 -0.15 -0.17
C 1.14 -0.96 0.09 0.38
C -2.30 -0.22 0.10 -0.44
C -0.18 0.91 0.13 -0.12
C 1.09 0.45 -0.04 0.10
H 2.12 1.98 -0.43 0.48
H -0.70 1.93 0.12 0.24
H -2.25 -0.85 1.08 0.23
H 3.04 -0.89 -0.46 0.51
H -2.93 -0.76 -0.81 0.21
H -2.90 0.65 0.15 0.23
```

***

--- x ---
# C4H6N2O2

One molecule with the formula C4H6N2O2 (ωB97M-V/def2-TZVPD, the OMol25 dataset).

SMILES string: N/C=C(/C=O)C(N)=O
HOMO level in eV: -8.97
LUMO level in eV: 0.363
Orbital gap in Ha: 0.3428

XYZ file:
```
14
Properties=species:S:1:pos:R:3:nbo_charge:R:1
O -3.00 -0.41 0.12 -0.58
O -0.13 -2.10 -1.21 -0.53
N 1.36 1.36 -0.34 -0.76
N 0.86 -1.71 0.87 -0.84
C 0.05 1.20 -0.19 0.14
C -1.97 0.30 -0.11 0.35
C -0.66 0.00 -0.16 -0.35
C 0.15 -1.37 -0.33 0.67
H -0.55 2.07 0.35 0.21
H 1.82 0.52 -0.76 0.40
H 1.41 -2.48 0.92 0.39
H 1.13 -0.92 1.54 0.39
H 1.71 2.22 -0.49 0.40
H -2.14 1.33 -0.21 0.11
```

***

--- y ---
# C4H6N2O2

One molecule with the formula C4H6N2O2 (ωB97M-V/def2-TZVPD, the OMol25 dataset).

SMILES string: [H]/N=C(\N)C(=C)C(=O)O
HOMO level in eV: -10.10
LUMO level in eV: -0.108
Orbital gap in Ha: 0.3671

XYZ file:
```
14
Properties=species:S:1:pos:R:3:nbo_charge:R:1
O 0.87 1.86 1.38 -0.59
O -1.26 1.60 0.44 -0.68
N -1.39 -0.34 -1.21 -0.73
N 0.08 -2.29 -1.10 -0.83
C 0.01 1.21 0.76 0.78
C 0.52 -0.12 0.12 -0.24
C -0.31 -0.98 -0.81 0.45
C 1.74 -0.50 0.57 -0.26
H -2.10 -0.91 -1.67 0.35
H -1.60 1.02 -0.22 0.51
H -0.55 -2.94 -1.61 0.39
H 2.18 -1.49 0.24 0.20
H 2.33 0.15 1.19 0.24
H 0.17 -2.84 -0.15 0.39
```

***

--- z ---
# C4H6N2O2

One molecule with the formula C4H6N2O2 (ωB97M-V/def2-TZVPD, the OMol25 dataset).

SMILES string: C[C@@](N)(C#N)C(=O)O
HOMO level in eV: -9.68
LUMO level in eV: 0.350
Orbital gap in Ha: 0.3687

XYZ file:
```
14
Properties=species:S:1:pos:R:3:nbo_charge:R:1
O 1.89 0.66 -1.15 -0.57
O 1.69 1.08 1.03 -0.66
N -0.55 0.28 1.34 -0.84
N 0.44 -2.68 0.31 -0.28
C 0.21 -1.57 0.22 0.24
C -0.18 -0.25 0.05 -0.11
C -0.91 0.06 -1.35 -0.60
C 1.35 0.64 -0.09 0.82
H -0.98 1.20 1.28 0.39
H -1.08 -0.41 1.81 0.39
H -1.93 -0.19 -1.47 0.22
H -0.73 1.05 -1.65 0.22
H -0.26 -0.67 -2.08 0.25
H 1.02 0.82 1.75 0.52
```

***

Which of them is most stable, and which least? Most stable: y; least stable: w.

***

--- w ---
# C4H6N2O2

One molecule with the formula C4H6N2O2 (ωB97M-V/def2-TZVPD, the OMol25 dataset).

SMILES string: [H]/N=C(/N)C(=O)C(C)=O
HOMO level (alpha / beta) in eV: -7.51 / -7.51
LUMO level (alpha / beta) in eV: -0.793 / -0.791
Orbital gap (alpha / beta) in Ha: 0.2468 / 0.2469

XYZ file:
```
14
Properties=species:S:1:pos:R:3:nbo_charge:R:1
O -0.77 0.39 -1.09 -0.51
O 0.18 -1.32 1.70 -0.47
N 1.33 -1.19 -1.40 -0.82
N 2.43 0.46 -0.17 -0.85
C 1.41 -0.16 -0.53 0.52
C -2.04 0.82 0.92 -0.72
C 0.15 -0.49 0.84 0.42
C -0.98 0.15 0.11 0.47
H 2.18 -1.51 -1.84 0.41
H 0.42 -1.57 -1.59 0.40
H 2.61 1.44 -0.31 0.41
H -2.23 0.26 1.83 0.24
H -2.96 0.87 0.33 0.25
H -1.73 1.84 1.18 0.26
```

***

--- x ---
# C4H6N2O2

A 2-piece molecular cluster, C4H6N2O2 overall (ωB97M-V/def2-TZVPD, the OMol25 dataset).

SMILES string: [H]/N=C/C(C)=O.N#CO
HOMO level in eV: -10.05
LUMO level in eV: -0.166
Orbital gap in Ha: 0.3634

XYZ file:
```
14
Properties=species:S:1:pos:R:3:nbo_charge:R:1
O -0.83 -0.30 -2.73 -0.64
O 1.25 -0.19 -1.02 -0.60
N 0.55 -0.53 2.29 -0.60
N -2.17 -0.84 -0.80 -0.39
C -1.42 -0.42 -1.60 0.52
C -0.05 1.38 0.33 -0.74
C 0.55 -0.97 1.12 0.06
C 0.47 0.03 -0.09 0.57
H 0.04 2.10 -0.49 0.23
H -1.10 1.29 0.57 0.26
H 1.16 -1.03 2.94 0.36
H 0.45 1.68 1.25 0.27
H 0.14 -0.27 -2.57 0.54
H 0.98 -1.93 0.80 0.16
```

***

Which of them is most stable, and which least? Most stable: x; least stable: w.